{"formula": "C40H35KN11O2S3", "method": "ωB97M-V with the def2-TZVPD basis set", "species": ["K", "N", "C", "N", "C", "N", "C", "C", "N", "C", "C", "N", "H", "H", "H", "H", "H", "S", "C", "C", "C", "C", "C", "C", "S", "H", "H", "H", "H", "N", "C", "C", "C", "C", "C", "C", "C", "C", "N", "C", "H", "H", "H", "H", "H", "H", "H", "H", "O", "C", "C", "C", "C", "N", "C", "C", "C", "C", "C", "C", "O", "C", "C", "N", "H", "H", "H", "H", "H", "H", "H", "H", "H", "H", "H", "H", "N", "C", "N", "C", "C", "C", "C", "C", "C", "S", "H", "H", "H", "H", "H", "H"], "positions_angstrom": [[0.381, -1.241, 0.430], [-4.433, -0.627, -1.046], [-3.134, -0.422, -1.337], [-2.387, -0.873, -0.371], [-3.273, -1.375, 0.528], [-4.531, -1.237, 0.141], [-2.871, -2.046, 1.744], [-3.788, -2.775, 2.505], [-3.432, -3.440, 3.590], [-2.138, -3.399, 3.909], [-1.222, -2.674, 3.163], [-1.579, -1.996, 2.083], [-5.264, -0.390, -1.564], [-2.784, 0.040, -2.236], [-4.832, -2.814, 2.227], [-1.850, -3.953, 4.793], [-0.171, -2.649, 3.416], [2.127, -3.415, 1.655], [1.758, -4.857, 0.790], [2.702, -5.892, 0.815], [2.509, -7.075, 0.137], [1.343, -7.264, -0.596], [0.385, -6.271, -0.611], [0.560, -5.069, 0.071], [-0.762, -3.932, 0.029], [3.605, -5.735, 1.390], [3.266, -7.850, 0.173], [1.182, -8.183, -1.145], [-0.546, -6.417, -1.146], [-1.217, 1.814, -0.385], [-2.399, 2.485, -0.352], [-2.827, 3.294, -1.396], [-3.979, 4.071, -1.281], [-4.724, 4.066, -0.128], [-4.367, 3.216, 0.935], [-5.121, 3.096, 2.122], [-4.753, 2.172, 3.066], [-3.616, 1.389, 2.830], [-2.860, 1.510, 1.769], [-3.209, 2.401, 0.823], [-0.858, 1.522, -1.278], [-1.078, 1.144, 0.359], [-2.238, 3.326, -2.302], [-4.283, 4.689, -2.115], [-5.600, 4.690, -0.027], [-5.989, 3.729, 2.257], [-5.331, 2.040, 3.969], [-3.316, 0.632, 3.545], [6.006, 3.715, -0.655], [5.416, 2.976, -1.703], [4.366, 2.032, -1.182], [4.019, 0.892, -1.911], [3.002, 0.089, -1.417], [2.338, 0.339, -0.310], [2.674, 1.416, 0.416], [3.693, 2.285, -0.004], [1.927, 1.632, 1.648], [2.382, 2.501, 2.650], [1.640, 2.672, 3.801], [2.115, 3.598, 4.889], [3.515, 3.760, 4.922], [0.451, 1.952, 3.936], [0.092, 1.095, 2.907], [0.790, 0.937, 1.802], [6.708, 4.264, -1.018], [6.177, 2.398, -2.246], [4.932, 3.660, -2.421], [4.516, 0.650, -2.837], [2.701, -0.804, -1.948], [3.959, 3.159, 0.567], [3.319, 3.027, 2.544], [1.745, 3.241, 5.864], [1.703, 4.601, 4.724], [3.917, 2.888, 4.827], [-0.154, 2.052, 4.825], [-0.811, 0.506, 2.967], [-0.645, -3.297, -2.883], [-0.039, -2.301, -3.495], [0.180, -1.113, -3.051], [0.757, -0.297, -3.978], [1.093, 1.041, -3.796], [1.691, 1.736, -4.828], [1.943, 1.132, -6.053], [1.601, -0.192, -6.272], [1.018, -0.894, -5.236], [0.504, -2.556, -5.216], [-0.685, -3.379, -1.818], [-0.659, -4.188, -3.354], [0.898, 1.514, -2.846], [1.961, 2.774, -4.691], [2.410, 1.700, -6.844], [1.784, -0.668, -7.223]], "largest_force_ev_per_a": 1.6, "de_lowest_kcal_mol": 40.51, "gap_ev": 4.353, "charge": -1}